No. 1
Molecular formula: C3H7N2O2
Method: DFT, the ωB97M-V functional and the def2-TZVPD basis

Results
DFT total energy   -10298.770 eV
LUMO energy   4.1552 eV
SMILES   NCC(=O)NC[O-]
Energy above the lowest of the compared OMol25 structures with the same formula, charge and spin   66.1 kcal per mole
Maximum force   4.95 eV/Å
Frontier orbital gap   7.934 eV

Geometry as ORCA input:
```
! RIJCOSX wB97M-V def2-TZVPD def2/J DEFGRID3
* xyz -1 1
O 0.71714 -1.54388 1.20216
C 0.01027 -0.73625 0.53039
N 0.63353 0.04059 -0.39255
C 2.40304 0.36478 -0.58668
O 2.22015 1.50712 -0.92155
C -1.56640 -0.52955 0.73531
N -2.11148 0.77756 0.12647
H 0.06119 0.57315 -0.97357
H 2.59887 -0.50236 -1.31223
H 2.72645 -0.07148 0.41733
H -1.66722 -0.37395 1.78646
H -2.20695 -1.39416 0.26233
H -1.26100 1.31529 -0.11402
H -2.55759 0.57314 -0.75984
*
```



No. 2
Molecular formula: C3H7N2O2
Method: DFT, the ωB97M-V functional and the def2-TZVPD basis

Results
DFT total energy   -10300.566 eV
LUMO energy   4.2818 eV
SMILES   CNN(C)C(=O)[O-]
Energy above the lowest of the compared OMol25 structures with the same formula, charge and spin   24.7 kcal per mole
Maximum force   1.00 eV/Å
Frontier orbital gap   7.906 eV

Geometry as ORCA input:
```
! RIJCOSX wB97M-V def2-TZVPD def2/J DEFGRID3
* xyz -1 1
C -0.71054 1.37353 0.71992
C -0.50782 -0.88599 -1.40086
C 1.03371 -0.35931 1.23780
N 0.46600 0.15806 -1.05971
N 0.40750 0.52923 0.31115
O -1.30808 1.90121 -0.22836
O -0.87444 1.48471 1.93708
H -0.20648 -1.82284 -0.92725
H -1.52521 -0.63555 -1.07816
H -0.49787 -1.02279 -2.48337
H 0.65854 -1.39475 1.17738
H 2.12012 -0.37764 1.08354
H 0.80590 0.03584 2.22772
H 0.13868 1.01627 -1.51686
*
```



No. 3
Molecular formula: C3H7N2O2
Method: DFT, the ωB97M-V functional and the def2-TZVPD basis

Results
DFT total energy   -10289.913 eV
LUMO energy   -5.2995 eV
SMILES   CON(C=[NH2+])C=O
Energy above the lowest of the compared OMol25 structures with the same formula, charge and spin   66.8 kcal per mole
Maximum force   5.78 eV/Å
Frontier orbital gap   10.092 eV

Geometry as ORCA input:
```
! RIJCOSX wB97M-V def2-TZVPD def2/J DEFGRID3
* xyz 1 1
C 0.99398 -0.72932 -0.75615
C 1.30667 1.17928 0.69156
C -1.75304 0.56779 0.67842
N 0.57418 0.07171 0.30577
N 0.40666 -1.78230 -1.30996
O 2.33898 1.46903 0.20904
O -0.60305 -0.31238 0.83197
H 1.90271 -0.26827 -1.18443
H 0.92166 1.69036 1.62470
H -2.56864 0.28875 1.41355
H -2.29321 0.61279 -0.29396
H -1.61847 1.67903 0.94176
H 0.98742 -2.43889 -1.82282
H -0.59587 -2.02759 -1.32944
*
```



No. 4
Molecular formula: C3H7N2O2
Method: DFT, the ωB97M-V functional and the def2-TZVPD basis

Results
DFT total energy   -10289.723 eV
LUMO energy   -3.4658 eV
Energy above the lowest of the compared OMol25 structures with the same formula, charge and spin   71.2 kcal per mole
Maximum force   3.57 eV/Å
Frontier orbital gap   9.870 eV

Geometry as ORCA input:
```
! RIJCOSX wB97M-V def2-TZVPD def2/J DEFGRID3
* xyz 1 1
C -1.68374 -0.20984 -0.00459
C 2.51359 0.04125 -0.12556
C 3.75363 -0.26864 -0.11137
N -2.59138 -1.12616 -0.06180
N -1.87125 1.06340 0.13085
O 1.38694 0.25342 -0.08640
O -0.79067 1.93605 0.24009
H -0.69784 -0.60419 -0.20897
H 0.11855 1.33859 0.10039
H 3.96218 -0.53552 0.86166
H 4.48528 -0.27396 -0.78987
H -2.24628 -2.08000 -0.02458
H -3.57693 -1.10080 0.07557
H -2.76208 1.56640 0.00458
*
```



No. 5
Molecular formula: C3H7N2O2
Method: DFT, the ωB97M-V functional and the def2-TZVPD basis

Results
DFT total energy   -10285.939 eV
LUMO energy (alpha / beta)   -3.3573 / -8.9613 eV
Energy above the lowest of the compared OMol25 structures with the same formula, charge and spin   66.6 kcal per mole
Maximum force   9.84 eV/Å
Frontier orbital gap (alpha / beta)   5.166 / 6.390 eV

Geometry as ORCA input:
```
! RIJCOSX wB97M-V def2-TZVPD def2/J DEFGRID3
* xyz 1 3
C -0.94929 -0.45217 0.19814
C 1.17029 0.92775 1.67394
C -1.58503 -1.10674 -2.16312
N -1.05602 -0.54655 -0.94669
N 1.77717 0.00232 2.32268
O -0.69797 -0.20821 1.31547
O 1.42286 1.12547 0.39525
H 0.58055 1.70997 2.28180
H -1.16903 -0.49070 -2.96808
H -1.34397 -2.26624 -2.38166
H -2.66642 -1.07017 -2.14011
H 1.57624 -0.16306 3.27031
H 2.29249 -0.80629 1.73197
H 0.98982 1.88488 0.00871
*
```



No. 6
Molecular formula: C3H7N2O2P
Method: DFT, the ωB97M-V functional and the def2-TZVPD basis

Results
DFT total energy   -19588.450 eV
LUMO energy   0.3661 eV
SMILES   CCN(C#N)P(O)O
Energy above the lowest of the compared OMol25 structures with the same formula, charge and spin   8.9 kcal per mole
Maximum force   4.30 eV/Å
Frontier orbital gap   9.819 eV

Geometry as ORCA input:
```
! RIJCOSX wB97M-V def2-TZVPD def2/J DEFGRID3
* xyz 0 1
C -0.48798 1.55316 0.48103
C 1.95120 0.78620 -0.58109
C 1.03267 -0.23630 0.12883
N -0.65173 2.69662 0.54464
N -0.34271 0.26989 0.35565
O -1.93117 -1.71209 1.09225
O -1.94117 -1.13843 -1.25704
P -2.02322 -0.37721 0.10728
H 1.65036 1.76904 -0.09054
H 2.98771 0.57274 -0.47207
H 1.76947 0.86461 -1.69582
H 1.07450 -1.18688 -0.35549
H 1.42415 -0.58297 1.12113
H -1.78531 -1.45742 2.04629
H -2.72678 -1.82097 -1.42505
*
```



No. 7
Molecular formula: C3H7N2OP
Method: DFT, the ωB97M-V functional and the def2-TZVPD basis

Results
DFT total energy   -17539.195 eV
LUMO energy   0.2952 eV
SMILES   C[P@](N)(=O)C1=NC1
Energy above the lowest of the compared OMol25 structures with the same formula, charge and spin   9.8 kcal per mole
Maximum force   7.47 eV/Å
Frontier orbital gap   10.409 eV

Geometry as ORCA input:
```
! RIJCOSX wB97M-V def2-TZVPD def2/J DEFGRID3
* xyz 0 1
C -1.26124 -0.43334 -0.11512
C -2.47300 -0.59729 0.64520
C 1.45436 -0.04827 -1.49114
N -2.14294 0.38059 -0.45933
N 1.09186 0.47974 1.21734
O 0.87514 -2.07526 0.33522
P 0.53016 -0.78197 -0.06262
H -3.28250 -1.25832 0.39930
H -2.38540 -0.20401 1.66661
H 2.47151 -0.57463 -1.31688
H 0.99857 -0.30220 -2.40347
H 1.37011 1.00301 -1.28379
H 1.43118 0.20189 2.11286
H 0.34185 1.08406 1.51979
*
```



No. 8
Molecular formula: C3H7N2OPS
Method: DFT, the ωB97M-V functional and the def2-TZVPD basis

Results
DFT total energy   -28374.524 eV
LUMO energy   0.1312 eV
Energy above the lowest of the compared OMol25 structures with the same formula, charge and spin   37.5 kcal per mole
Maximum force   5.35 eV/Å
Frontier orbital gap   8.604 eV

Geometry as ORCA input:
```
! RIJCOSX wB97M-V def2-TZVPD def2/J DEFGRID3
* xyz 0 1
C -0.10336 2.13450 1.91631
C 0.18959 1.83738 0.76992
C 0.32199 1.57652 -0.56590
N -0.16336 -1.66019 0.93121
N 0.75831 -0.25607 -1.00368
O -0.66621 -2.46350 -1.23196
P -0.65898 -1.08066 -0.58911
S -2.36704 -0.15900 -1.08993
H -0.16359 2.39429 2.94352
H 1.05740 1.92361 -1.21439
H -0.59161 1.71404 -1.14768
H -0.90983 -2.10950 1.47655
H 0.52454 -1.10482 1.35618
H 0.72716 -0.16177 -2.08955
H -1.08871 -2.66677 -2.07522
*
```



No. 9
Molecular formula: C3H7N2OS
Method: DFT, the ωB97M-V functional and the def2-TZVPD basis

Results
DFT total energy   -19076.851 eV
LUMO energy   -4.2967 eV
Energy above the lowest of the compared OMol25 structures with the same formula, charge and spin   102.5 kcal per mole
Maximum force   4.45 eV/Å
Frontier orbital gap   9.978 eV

Geometry as ORCA input:
```
! RIJCOSX wB97M-V def2-TZVPD def2/J DEFGRID3
* xyz 1 1
C 0.34528 -0.16143 -1.11182
C -0.39536 0.33702 1.19043
C -0.02307 1.68320 0.61846
N 0.41935 -0.70146 0.64817
N 0.63140 -0.97751 -2.05961
O -0.06286 -1.89146 0.85993
S 0.05517 1.44942 -1.22982
H -0.24669 0.46575 2.31239
H -1.50943 0.17415 1.01865
H -0.81533 2.37753 0.66276
H 0.96405 1.83427 1.22353
H 1.08831 -1.90899 -1.87517
H 0.70089 -0.84649 -3.07210
H -1.15171 -1.83401 0.81420
*
```



No. 10
Molecular formula: C3H7N2OS
Method: DFT, the ωB97M-V functional and the def2-TZVPD basis

Results
DFT total energy   -19075.208 eV
LUMO energy   -6.5428 eV
Energy above the lowest of the compared OMol25 structures with the same formula, charge and spin   140.4 kcal per mole
Maximum force   5.23 eV/Å
Frontier orbital gap   6.720 eV

Geometry as ORCA input:
```
! RIJCOSX wB97M-V def2-TZVPD def2/J DEFGRID3
* xyz 1 1
C 0.42628 -0.64687 -0.34926
C 1.92696 -0.60685 -0.53394
C -1.37644 0.90743 0.31716
N -2.41698 -0.03752 0.21014
N 0.03308 0.58534 0.35155
O -2.12205 0.82594 -0.79155
S 2.88354 0.57489 0.18329
H 0.02692 -0.85707 -1.36112
H 0.31396 -1.66332 0.15266
H -1.65759 1.84080 0.86680
H 2.24704 -1.32457 -1.21210
H -2.11991 -1.04610 -0.02128
H 0.13635 0.43872 1.39157
H 1.69884 1.00918 0.79609
*
```



No. 11
Molecular formula: C3H7N2OS
Method: DFT, the ωB97M-V functional and the def2-TZVPD basis

Results
DFT total energy   -19079.555 eV
LUMO energy   -3.9242 eV
SMILES   CC1=[NH+][C@@H](O)SN1
Energy above the lowest of the compared OMol25 structures with the same formula, charge and spin   40.2 kcal per mole
Maximum force   6.04 eV/Å
Frontier orbital gap   9.943 eV

Geometry as ORCA input:
```
! RIJCOSX wB97M-V def2-TZVPD def2/J DEFGRID3
* xyz 1 1
C 0.06122 0.11142 0.72732
C 0.32032 -0.83107 -1.33466
C -0.76588 0.66400 1.83089
N 1.30996 0.47445 0.44571
N -0.45302 -0.71042 -0.19191
O -0.41255 -0.01485 -2.41283
S 1.94966 -0.24682 -0.98064
H 0.36839 -1.82016 -1.72811
H -1.24268 1.53572 1.23385
H -0.06943 1.04139 2.66824
H -1.48515 -0.08671 1.89507
H 1.77050 0.83037 1.32549
H -1.39740 -0.99994 -0.29367
H 0.04605 0.05263 -3.18476
*
```



No. 12
Molecular formula: C3H7N2OS
Method: DFT, the ωB97M-V functional and the def2-TZVPD basis

Results
DFT total energy   -19079.942 eV
LUMO energy   -4.1571 eV
SMILES   N/C=[NH+]/CC(=O)S
Energy above the lowest of the compared OMol25 structures with the same formula, charge and spin   31.3 kcal per mole
Maximum force   4.06 eV/Å
Frontier orbital gap   9.719 eV

Geometry as ORCA input:
```
! RIJCOSX wB97M-V def2-TZVPD def2/J DEFGRID3
* xyz 1 1
C -1.59075 -0.20268 0.27156
C -0.50984 -1.20228 -0.33994
C 1.36373 -0.04793 0.42904
N 2.23399 0.93880 0.33384
N 0.56667 -0.36516 -0.51704
O -2.23177 -0.39016 1.26218
S -1.93157 1.25606 -0.77068
H -0.42057 -1.98824 0.36841
H -0.79881 -1.70463 -1.21092
H 1.30188 -0.58949 1.36767
H 1.97300 1.61021 -0.35503
H 2.90860 1.22897 1.11773
H 0.44119 0.21117 -1.34683
H -3.30576 1.24536 -0.60997
*
```



No. 13
Molecular formula: C3H7N2P
Method: DFT, the ωB97M-V functional and the def2-TZVPD basis

Results
DFT total energy   -15489.230 eV
LUMO energy   0.9759 eV
Energy above the lowest of the compared OMol25 structures with the same formula, charge and spin   45.7 kcal per mole
Maximum force   3.20 eV/Å
Frontier orbital gap   9.155 eV

Geometry as ORCA input:
```
! RIJCOSX wB97M-V def2-TZVPD def2/J DEFGRID3
* xyz 0 1
C -2.82180 0.28266 -1.03678
C 0.44277 0.14376 0.61560
C 1.10028 -0.26834 -0.64205
N -1.98926 1.01782 -0.65775
N -1.46643 2.04284 -0.32570
P 0.16459 1.97331 0.28368
H 0.91144 -0.00922 1.55321
H -3.28894 -0.09965 -1.94239
H -0.51401 -0.20623 0.71948
H 2.07022 0.21364 -0.76629
H 0.47533 0.22092 -1.52817
H 1.46349 -1.31237 -0.78297
H -0.13564 2.39073 1.68830
*
```



No. 14
Molecular formula: C3H7N2S
Method: DFT, the ωB97M-V functional and the def2-TZVPD basis

Results
DFT total energy   -17028.358 eV
LUMO energy   -3.8751 eV
Energy above the lowest of the compared OMol25 structures with the same formula, charge and spin   120.2 kcal per mole
Maximum force   4.20 eV/Å
Frontier orbital gap   8.888 eV

Geometry as ORCA input:
```
! RIJCOSX wB97M-V def2-TZVPD def2/J DEFGRID3
* xyz 1 1
C 3.86411 0.64278 0.04752
C 3.12391 -0.27045 -0.02060
C 0.74307 1.55233 0.68412
N -0.38090 1.40191 0.73774
N -2.86416 -1.25469 -0.58933
S -1.94657 1.22533 0.74869
H 4.14112 1.59475 0.13846
H 2.79446 -1.18204 -0.37757
H 1.77724 1.30164 0.67385
H -2.27325 -0.46431 -0.47612
H -3.77385 -1.00955 -0.92483
H -3.05212 -1.57331 0.37810
H -2.15307 -1.96439 -1.02003
*
```



No. 15
Molecular formula: C3H7N2S
Method: DFT, the ωB97M-V functional and the def2-TZVPD basis

Results
DFT total energy   -17026.417 eV
LUMO energy (alpha / beta)   -3.4091 / -7.2953 eV
Energy above the lowest of the compared OMol25 structures with the same formula, charge and spin   90.5 kcal per mole
Maximum force   4.30 eV/Å
Frontier orbital gap (alpha / beta)   6.930 / 7.037 eV

Geometry as ORCA input:
```
! RIJCOSX wB97M-V def2-TZVPD def2/J DEFGRID3
* xyz 1 3
C -0.35730 0.34425 -1.27685
C 0.05897 -1.23896 1.38069
C -0.35711 0.10400 0.82176
N -1.03076 1.21020 -2.00024
N 1.06563 -0.19521 1.01163
S 0.83453 -0.67962 -1.68465
H -0.29589 -1.35091 2.40458
H 0.09771 -2.02520 0.61762
H -0.72696 0.86084 1.61041
H -1.64602 1.97097 -1.73339
H -0.79446 1.22174 -3.03532
H 1.62806 0.25900 1.72603
H 1.52360 -0.48109 0.15771
*
```



No. 16
Molecular formula: C3H7N3
Method: DFT, the ωB97M-V functional and the def2-TZVPD basis

Results
DFT total energy   -7691.689 eV
LUMO energy   0.6002 eV
SMILES   CN(C)NC#N
Energy above the lowest of the compared OMol25 structures with the same formula, charge and spin   68.9 kcal per mole
Maximum force   5.15 eV/Å
Frontier orbital gap   9.858 eV

Geometry as ORCA input:
```
! RIJCOSX wB97M-V def2-TZVPD def2/J DEFGRID3
* xyz 0 1
C 2.37296 0.18411 -0.39078
C -0.66457 -1.00647 0.80225
C -0.84213 1.12920 -0.37723
N 3.34229 0.75099 -0.16779
N 1.16172 -0.39604 -0.47493
N 0.02949 0.12632 0.20244
H -0.28819 -1.94094 0.55207
H -0.62010 -0.93212 2.01476
H -1.81230 -1.06341 0.61718
H -0.33563 2.07890 -0.73567
H -1.60792 0.81378 -1.13318
H -1.61220 1.26349 0.44675
H 0.87659 -1.00783 -1.35586
*
```



No. 17
Molecular formula: C3H7N3
Method: DFT, the ωB97M-V functional and the def2-TZVPD basis

Results
DFT total energy   -7689.183 eV
LUMO energy (alpha / beta)   -0.4486 / -0.8262 eV
Energy above the lowest of the compared OMol25 structures with the same formula, charge and spin   126.7 kcal per mole
Maximum force   3.30 eV/Å
Frontier orbital gap (alpha / beta)   9.404 / 8.012 eV

Geometry as ORCA input:
```
! RIJCOSX wB97M-V def2-TZVPD def2/J DEFGRID3
* xyz 0 1
C 1.77506 -0.04619 -0.07156
N 1.00962 1.13886 0.20289
H 0.79875 1.17456 1.19878
H -0.33554 1.42493 -0.74130
H 1.95825 -0.13290 -1.14385
H 1.33978 -0.99328 0.28872
H 2.75463 0.05648 0.42173
C -1.32681 -1.18656 0.43362
N -1.22788 0.07672 0.48119
C -1.51402 0.91818 -0.64886
N -2.50320 1.04902 -1.31169
H -1.81242 -1.72781 -0.37604
H -0.91621 -1.75201 1.26635
*
```



No. 18
Molecular formula: C3H7N3
Method: DFT, the ωB97M-V functional and the def2-TZVPD basis

Results
DFT total energy   -7692.511 eV
LUMO energy   0.9931 eV
SMILES   C1=NCCNN1
Energy above the lowest of the compared OMol25 structures with the same formula, charge and spin   50.0 kcal per mole
Maximum force   3.61 eV/Å
Frontier orbital gap   9.699 eV

Geometry as ORCA input:
```
! RIJCOSX wB97M-V def2-TZVPD def2/J DEFGRID3
* xyz 0 1
C -0.02712 -1.17664 -0.33566
C 1.20010 -0.49357 0.27902
C 0.24485 1.45752 -0.07581
H -0.22500 -2.16052 -0.07130
H -0.00284 -1.06964 -1.41133
H 1.01892 -0.47400 1.41807
H 2.12383 -1.06088 -0.12491
H 0.33981 2.52246 -0.18711
H -1.68884 1.61939 0.49702
H -2.10328 -0.64253 -0.11626
N 1.37084 0.88886 -0.07682
N -1.08399 1.01026 -0.13096
N -1.16728 -0.42072 0.33606
*
```